{
  "formula": "C20H24B3F16I2O12PS2",
  "method": "ωB97M-V/def2-TZVPD",
  "species": ["C", "C", "I", "C", "I", "B", "O", "B", "S", "C", "C", "O", "O", "C", "C", "C", "O", "C", "O", "C", "S", "O", "B", "P", "O", "O", "O", "O", "H", "H", "H", "H", "H", "H", "H", "H", "H", "H", "H", "H", "H", "H", "H", "H", "C", "C", "C", "F", "F", "F", "F", "O", "C", "C", "F", "F", "F", "F", "H", "H", "H", "H", "C", "C", "C", "F", "F", "F", "F", "O", "C", "C", "F", "F", "F", "F", "H", "H", "H", "H"],
  "coordinates": [[0.640277, -1.639832, 1.932192], [-0.533420, -2.693329, 2.098299], [-0.249595, -4.173449, 3.709028], [-1.710829, -2.797966, 1.316285], [-3.136546, -4.406212, 1.754113], [-1.992537, -1.740176, 0.136511], [-1.124771, -1.552969, -1.025781], [-1.948423, -1.197372, -2.154699], [-2.255000, -2.267790, -3.651792], [-0.873125, -2.107219, -4.889830], [0.271257, -3.156910, -4.414385], [1.339907, -2.677595, -3.980369], [-0.081802, -4.516500, -4.493528], [0.934737, -5.398894, -3.957765], [0.733528, -5.753387, -2.379107], [-0.383973, -4.865163, -1.658937], [0.545246, -7.196394, -2.241585], [-0.788116, -7.527373, -1.876460], [-0.996235, -7.927257, -0.697388], [-2.055934, -7.467970, -2.857719], [-3.511989, -6.939096, -1.782392], [-2.635271, 0.097029, -2.099587], [-2.923650, 0.260127, -0.688948], [-2.977469, 2.046457, 0.001943], [-4.435920, 2.520937, -0.072425], [-2.429250, 2.175182, 1.614971], [-2.016536, 3.020154, -1.032712], [-3.146952, -0.861923, 0.199365], [1.579750, -2.188640, 1.588951], [0.405422, -0.722627, 1.302015], [0.879213, -1.241060, 2.999283], [-0.446481, -1.057351, -4.967114], [-1.240045, -2.483983, -5.917338], [2.009563, -5.087445, -4.168946], [0.792715, -6.410527, -4.499894], [1.744505, -5.508859, -1.883534], [0.023590, -3.782277, -1.648264], [-1.343027, -4.813707, -2.294139], [-0.579412, -5.135516, -0.570462], [-2.299973, -8.457333, -3.364371], [-1.860378, -6.609458, -3.593374], [-4.453345, -6.304142, -2.582287], [-1.523138, 1.786761, 1.676904], [-2.048804, 2.664501, -1.950131], [2.307442, 0.469676, 7.698662], [2.039476, -0.217409, 6.342670], [2.423439, 0.580734, 5.094890], [1.755318, 1.743960, 4.993043], [2.126973, -0.129639, 3.973056], [0.742407, -0.604184, 6.293928], [2.773406, -1.369663, 6.332017], [1.203646, 1.136698, 8.327241], [0.923852, 2.460872, 7.919387], [-0.436820, 2.592335, 7.225646], [-0.531658, 1.788208, 6.145280], [-0.630221, 3.859148, 6.786406], [1.944972, 2.926198, 7.174702], [0.921767, 3.203855, 9.049729], [2.557738, -0.333710, 8.397413], [3.200264, 1.100434, 7.674796], [3.495244, 0.794585, 5.078530], [-1.248765, 2.334422, 7.909874], [0.661191, 7.020672, -4.435685], [1.604761, 7.781686, -3.479695], [2.993484, 7.171446, -3.275582], [2.948841, 5.932923, -2.750149], [3.716232, 7.927479, -2.410462], [0.974653, 7.967610, -2.295741], [1.780563, 9.029090, -4.009230], [-0.302027, 6.136153, -3.844556], [0.124800, 4.828832, -3.521141], [0.103422, 4.554567, -2.013927], [0.871067, 5.430634, -1.330550], [0.591021, 3.318044, -1.742020], [1.325961, 4.597875, -4.085785], [-0.743036, 3.990602, -4.139657], [0.047873, 7.784515, -4.922258], [1.201580, 6.539603, -5.255483], [3.544951, 7.128126, -4.218589], [-0.911581, 4.620172, -1.621356]],
  "atomic_forces_ev_per_a": [[-0.1499, -0.4217, 1.6752], [-1.9500, -0.1795, -1.6367], [0.3709, 1.3101, -0.9708], [2.6703, 0.2740, 1.5937], [0.6237, 1.4274, -0.8335], [-0.4063, 0.4777, -0.2352], [-3.0310, -0.3632, 0.1291], [0.9400, 1.6838, 0.0670], [-0.0828, 0.2305, -0.4516], [1.1766, -1.7110, -0.3087], [1.3629, 2.0875, 0.6442], [-3.1101, -2.3488, -1.2223], [1.5328, 2.4708, 0.3261], [0.3184, -2.2862, 0.4469], [0.7101, 1.6192, -0.0781], [0.4783, 0.9944, -0.7701], [-2.4616, 0.5156, 0.0447], [-0.9285, -1.8246, 4.1901], [0.9791, 1.4388, -4.7180], [0.6504, 1.4918, -0.6996], [0.0377, -0.0763, 0.0640], [0.5591, -2.4563, 3.1614], [0.0168, -1.5361, -0.6201], [-2.9918, 3.4314, 0.5707], [3.4928, -1.3927, 0.2962], [0.5269, -0.6254, -3.3354], [-1.0746, -2.0758, 1.5516], [2.5272, 0.6486, -1.8317], [-1.3037, 0.8326, 0.2242], [0.1263, -1.4476, 0.4559], [-0.6020, -0.8882, -2.1086], [-0.4718, -1.5859, 0.2042], [0.1338, 0.7954, 1.7822], [-1.6626, 0.1468, 0.2855], [0.0592, 1.7264, 0.7558], [-1.5843, -0.6977, -0.6160], [-0.5881, -1.7071, -0.0406], [1.3438, -0.2600, 1.2648], [0.2349, 0.0179, -1.5642], [0.7182, 1.3426, 0.6886], [-0.3085, -1.5678, 0.6775], [1.2556, -0.6273, -0.1104], [-0.7372, 0.4620, 0.1474], [-0.1041, 0.0921, 0.7704], [0.2322, -0.1096, 0.8082], [-0.7413, -0.1732, 0.6640], [0.3327, 0.0922, -0.5612], [-0.0194, -0.1449, 0.0529], [0.2375, -0.0220, 0.3787], [0.1617, 0.1896, -0.2421], [0.2657, 0.3640, -0.1885], [-0.1959, 0.7565, -1.2652], [1.3929, -0.9232, 0.8914], [-0.7964, 0.0853, -0.2827], [0.1888, -0.0553, 0.2299], [0.3358, -0.0136, 0.2777], [-0.4059, 0.3152, -0.0893], [-0.4688, -0.0431, -0.2764], [-0.2390, -0.0158, -0.1893], [-0.2074, 0.0465, -0.2731], [0.0219, -0.0865, 0.1421], [0.1841, -0.0067, 0.1590], [-0.5928, 0.1083, -0.5950], [-0.9204, -0.0591, 0.3867], [0.8168, 0.1875, 0.1661], [-0.1227, 0.0765, -0.0342], [-0.2506, 0.1970, -0.1148], [0.2838, -0.1430, -0.0729], [0.3244, -0.2954, -0.1963], [1.0831, -0.7508, 0.7120], [-0.0310, 1.2282, -1.3948], [-0.1271, 0.1964, 0.7845], [-0.0430, 0.0460, -0.2933], [0.0466, -0.0335, -0.5024], [-0.1004, -0.4181, 0.2962], [-0.0660, -0.1131, 0.5065], [0.0405, -0.0117, 0.3000], [0.1461, -0.0514, 0.3115], [-0.1410, 0.0506, -0.1049], [0.0778, 0.0923, -0.2566]],
  "gap_ha": 0.3010,
  "e_above_lowest_kj_mol": 0.0,
  "total_energy_ha": -5085.1172,
  "homo_energy_ha": -0.331
}